Version w
Entry from the Open Molecules 2025 dataset: a 2-piece molecular cluster, C2H9NS overall (ωB97M-V with the def2-TZVPD basis set).

HOMO   -6.176 eV

```
! wB97M-V def2-TZVPD RIJCOSX def2/J DEFGRID3
* xyz 0 1
C 2.258 -1.519 -0.166
S 1.857 0.149 -0.809
H 2.519 -1.395 0.885
H 1.391 -2.181 -0.167
H 3.072 -1.941 -0.747
C -1.718 0.284 0.429
N -1.098 1.473 -0.219
H -2.786 0.333 0.240
H -1.361 -0.670 0.049
H -1.422 0.278 1.473
H -1.209 2.289 0.381
H -1.442 1.586 -1.169
H -0.061 1.313 -0.181
*
```

---

Version x
Entry from the Open Molecules 2025 dataset: a 2-piece molecular cluster, C2H9NS overall (ωB97M-V with the def2-TZVPD basis set).

SMILES   CN.CS
HOMO   -8.845 eV

```
! wB97M-V def2-TZVPD RIJCOSX def2/J DEFGRID3
* xyz 0 1
C -1.043 -1.661 1.374
N 0.098 -1.209 0.538
H -0.648 -1.807 2.468
H -1.225 -2.722 1.229
H -1.958 -1.012 1.540
H 0.408 -0.383 1.108
H 0.818 -1.867 0.441
C 0.424 2.145 -1.258
S 1.509 1.200 -2.382
H -0.406 1.698 -0.711
H -0.065 2.840 -1.912
H 0.979 2.764 -0.558
H 1.108 0.016 -1.877
*
```

---

What should be chosen as the least stable of them? Choose version w.

---

Version w
Entry from the Open Molecules 2025 dataset: a 2-piece molecular cluster, C2H9NS overall (ωB97M-V with the def2-TZVPD basis set).

SMILES   CNC.S
HOMO   -9.071 eV

```
! wB97M-V def2-TZVPD RIJCOSX def2/J DEFGRID3
* xyz 0 1
C -1.266 0.605 -0.791
N -0.755 0.651 0.552
C -0.812 2.047 1.011
H -2.212 1.165 -0.885
H -1.270 -0.296 -1.381
H -0.720 1.280 -1.471
H -1.391 0.175 1.214
H -1.852 2.398 0.881
H -0.443 2.082 2.030
H -0.210 2.674 0.361
S 1.478 -1.716 -0.392
H 0.294 -1.953 0.167
H 1.909 -0.538 0.128
*
```

---

Version x
Entry from the Open Molecules 2025 dataset: a 2-piece molecular cluster, C2H9NS overall (ωB97M-V with the def2-TZVPD basis set).

SMILES   CCN.S
HOMO   -9.064 eV

```
! wB97M-V def2-TZVPD RIJCOSX def2/J DEFGRID3
* xyz 0 1
C -0.465 0.524 1.635
C -1.094 0.221 0.276
N -0.253 0.684 -0.822
H -1.242 0.484 2.413
H -0.079 1.546 1.745
H 0.221 -0.246 2.001
H -2.074 0.635 -0.031
H -1.147 -0.868 0.337
H -0.113 1.675 -0.636
H 0.621 0.257 -1.089
S 2.208 -1.910 -1.939
H 2.174 -0.935 -1.006
H 1.244 -2.068 -2.885
*
```

---

What should be chosen as the least stable of them? Choose version x.

---

Version w
Entry from the Open Molecules 2025 dataset: a 3-piece molecular cluster, C2H9NS overall (ωB97M-V with the def2-TZVPD basis set).

SMILES   [H][H].C1CS1.N
HOMO   -8.835 eV

```
! wB97M-V def2-TZVPD RIJCOSX def2/J DEFGRID3
* xyz 0 1
H -0.006 -0.302 3.736
H 0.531 -0.285 4.217
C -0.777 -0.791 0.623
C 0.522 -0.086 0.488
S 0.627 -1.716 -0.233
H -1.618 -0.762 -0.053
H -0.960 -1.288 1.566
H 0.707 0.673 -0.261
H 1.080 0.235 1.361
N 0.119 1.145 -2.915
H 0.055 1.539 -1.989
H -0.558 1.475 -3.560
H 0.278 0.166 -2.979
*
```

---

Version x
Entry from the Open Molecules 2025 dataset: a 3-piece molecular cluster, C2H9NS overall (ωB97M-V with the def2-TZVPD basis set).

SMILES   [H][H].C1CS1.N
HOMO   -8.645 eV

```
! wB97M-V def2-TZVPD RIJCOSX def2/J DEFGRID3
* xyz 0 1
H -5.490 -2.746 0.970
H -5.855 -2.137 1.227
C -0.864 0.032 -0.177
C 0.375 -0.815 -0.368
S -0.075 -0.496 1.375
H -0.686 0.990 -0.642
H -1.794 -0.511 -0.236
H 1.022 -0.301 -1.064
H 0.216 -1.871 -0.531
N 1.580 1.914 -1.940
H 2.384 1.375 -2.168
H 1.498 2.199 -0.978
H 1.302 2.701 -2.461
*
```

---

What should be chosen as the least stable of them? Choose version x.

---

Version w
Entry from the Open Molecules 2025 dataset: one molecule with the formula H4NO2PS (ωB97M-V with the def2-TZVPD basis set).

SMILES   OP(O)NS
HOMO   -9.311 eV

```
! wB97M-V def2-TZVPD RIJCOSX def2/J DEFGRID3
* xyz 0 1
O -1.513 -0.835 0.498
P -0.626 0.573 0.769
O -1.493 1.443 -0.278
N 0.685 0.367 -0.344
S 2.483 -0.325 0.517
H -1.099 -1.712 0.555
H -1.342 0.879 -1.140
H 0.817 1.272 -0.732
H 2.088 -1.661 0.156
*
```

---

Version x
Entry from the Open Molecules 2025 dataset: a 2-piece molecular cluster, H4NO2PS overall (ωB97M-V with the def2-TZVPD basis set).

SMILES   NP(=O)=S.O
HOMO   -9.634 eV

```
! wB97M-V def2-TZVPD RIJCOSX def2/J DEFGRID3
* xyz 0 1
N -0.157 -0.436 -0.619
P -1.725 -0.288 -1.076
O -2.699 -0.482 -0.018
S -2.013 0.182 -2.929
H 0.138 -0.498 0.344
H 0.570 -0.262 -1.292
O 1.814 0.537 1.511
H 1.777 -0.064 2.264
H 2.296 1.311 1.816
*
```

---

Version y
Entry from the Open Molecules 2025 dataset: H4NO2PS as an isolated structure (ωB97M-V with the def2-TZVPD basis set).

HOMO   -10.298 eV

```
! wB97M-V def2-TZVPD RIJCOSX def2/J DEFGRID3
* xyz 0 1
N -0.997 -1.199 -0.174
O 0.612 -0.210 1.543
O -1.330 1.178 0.552
P 1.033 0.804 -1.294
S -0.254 0.210 0.472
H -1.068 -2.153 0.254
H -2.051 -0.922 -0.151
H 2.147 0.174 -0.781
H 1.907 2.117 -0.421
*
```

---

What should be chosen as the least stable of them? Choose version y.

---

Version w
Entry from the Open Molecules 2025 dataset: C7H8O2 as an isolated structure (ωB97M-V with the def2-TZVPD basis set).

HOMO   -9.498 eV

```
! wB97M-V def2-TZVPD RIJCOSX def2/J DEFGRID3
* xyz 0 1
C -1.325 -0.117 0.109
C -0.567 -0.623 1.225
C 0.634 -0.214 0.144
C -0.405 -0.755 -0.988
C 2.168 -0.676 0.028
C 0.410 1.304 0.059
C -0.949 1.407 0.127
H -2.745 0.454 -0.895
H -0.601 -1.713 1.408
H -0.341 -0.006 2.184
H -0.215 -1.752 -0.909
H -0.459 -0.092 -2.022
H 2.464 -1.699 0.114
H 1.196 2.117 -0.270
H -1.704 2.158 0.125
O -2.725 -0.411 -0.274
O 3.050 0.233 -0.221
*
```

---

Version x
Entry from the Open Molecules 2025 dataset: one molecule with the formula C7H8O2 (ωB97M-V with the def2-TZVPD basis set).

SMILES   C#CC(=O)/C(C)=C(/C)O
HOMO (alpha / beta)   -7.950 / -7.954 eV

```
! wB97M-V def2-TZVPD RIJCOSX def2/J DEFGRID3
* xyz 0 1
C 1.680 2.230 1.140
C 0.706 1.533 0.956
C -0.767 1.086 0.968
O -1.654 1.742 1.477
C -0.826 -0.062 0.105
C -1.727 -1.214 0.408
C 0.297 -0.066 -0.735
C 1.243 -1.230 -0.846
O 0.380 0.751 -1.830
H 2.464 2.922 1.345
H -1.301 -1.882 1.164
H -2.688 -0.853 0.784
H -1.910 -1.812 -0.491
H 1.385 -1.708 0.124
H 2.207 -0.904 -1.245
H 0.828 -1.961 -1.547
H -0.318 1.426 -1.777
*
```

---

Version y
Entry from the Open Molecules 2025 dataset: one molecule with the formula C7H8O2 (ωB97M-V with the def2-TZVPD basis set).

HOMO (alpha / beta)   -7.251 / -7.248 eV

```
! wB97M-V def2-TZVPD RIJCOSX def2/J DEFGRID3
* xyz 0 1
C -0.999 0.360 -0.735
C 0.206 0.183 -1.340
C 1.365 0.062 -0.557
C -1.114 0.449 0.718
C 0.077 0.073 1.504
C 0.346 -0.003 -2.832
C 0.169 -0.671 2.787
O 2.540 0.085 -0.520
O -0.317 1.394 1.447
H -1.905 0.395 -1.319
H -2.117 0.358 1.130
H 1.191 -0.646 -3.067
H 0.522 0.965 -3.304
H -0.563 -0.432 -3.243
H 0.087 -1.739 2.599
H -0.619 -0.360 3.478
H 1.131 -0.470 3.254
*
```

---

What should be chosen as the least stable of them? Choose version w.

---

Version w
Entry from the Open Molecules 2025 dataset: one molecule with the formula C7H8O2 (ωB97M-V with the def2-TZVPD basis set).

SMILES   OCc1cccc(O)c1
HOMO   -8.242 eV

```
! wB97M-V def2-TZVPD RIJCOSX def2/J DEFGRID3
* xyz 0 1
O 2.136 0.757 1.939
C 0.875 0.103 1.982
C 0.171 -0.095 0.709
C -0.479 -1.309 0.517
C -1.140 -1.511 -0.704
C -1.139 -0.554 -1.718
C -0.432 0.683 -1.557
O -0.321 1.617 -2.390
C 0.201 0.818 -0.198
H 2.076 1.709 2.004
H 1.142 -1.074 2.448
H 0.277 0.682 2.541
H -0.564 -1.949 1.187
H -1.453 -2.490 -0.866
H -1.479 -0.674 -2.752
H -0.730 1.400 -3.136
H 0.857 1.886 -0.007
*
```

---

Version x
Entry from the Open Molecules 2025 dataset: one molecule with the formula C7H8O2 (ωB97M-V with the def2-TZVPD basis set).

SMILES   C1=C[C@H]2OC[C@@H]3[C@H](O1)[C@@H]32
HOMO   -9.172 eV

```
! wB97M-V def2-TZVPD RIJCOSX def2/J DEFGRID3
* xyz 0 1
C 0.862 -1.081 1.713
C 1.315 -1.378 0.525
C 0.734 -0.379 -0.383
O 0.994 0.123 -1.726
C 0.063 1.228 -1.603
C -1.016 1.045 -0.525
C -0.958 0.402 0.892
O 0.053 0.121 1.853
C -0.860 -0.406 -0.220
H 0.744 -1.827 2.543
H 2.042 -2.215 0.050
H 1.045 0.417 0.225
H 0.473 2.181 -1.292
H -0.181 1.515 -2.701
H -1.993 1.215 -0.977
H -1.714 0.394 1.654
H -1.605 -1.354 -0.028
*
```

---

What should be chosen as the least stable of them? Choose version x.